Density functional theory data (wB97M-V/def2-TZVPD) for 10 unconnected molecules or ions with the total composition C74H104N10O10 at a distorted geometry.

ORCA input file:
```
! wB97M-V def2-TZVPD RIJCOSX def2/J DEFGRID3
* xyz 5 2
O 1.74920 -5.38922 -1.04624
O 6.33955 2.26526 1.71829
O 6.71128 0.70717 0.17426
O -0.26675 3.18031 -6.41639
O 2.71070 -0.33617 6.32175
O 2.05896 -3.48620 -2.08689
O -1.04734 1.56005 -1.60991
O 0.47199 1.14160 -6.12184
O 4.81462 -1.49631 -0.58884
O -1.37849 0.09016 -0.05842
N -1.50371 -5.57756 -0.67782
N -5.82627 -3.89687 -0.45202
N 5.32259 7.84355 -4.07131
N -5.97679 -1.72407 8.25370
N 1.35111 4.12292 0.39239
N 5.52035 -1.76940 -1.76622
N -3.87600 1.87627 2.65572
N -5.83086 2.94894 -1.84265
N 2.05793 -0.67156 5.14584
N -2.91025 -0.36681 -5.07905
C 1.97012 -0.60527 2.55992
C -5.23391 -0.30065 6.05527
C 4.06897 -0.06262 3.79675
C 4.03243 8.05812 -3.95104
C -6.79385 -2.05868 -1.62192
C 4.57002 1.80177 0.13609
C 0.81124 0.20970 -0.87471
C -3.38838 2.64966 1.52064
C 5.31151 6.28312 -2.25480
C 2.04877 1.57497 4.03581
C -1.82209 -4.41685 -0.16889
C -0.63357 0.64478 -0.88536
C -4.85614 -3.08464 0.10912
C -1.09627 -6.67139 0.31116
C 1.91935 -4.15933 -1.05290
C 5.97473 6.96897 -3.23066
C -5.02232 1.86171 4.78298
C 2.03664 -3.44364 0.25711
C -4.84430 0.42161 4.82875
C -7.00318 0.97268 -1.31408
C -5.80709 0.25873 -1.28005
C -6.25980 -2.56699 9.47419
C -2.37909 -2.52228 -3.42532
C 5.96495 1.56795 0.71173
C 5.42907 -4.26836 -1.94089
C -4.62223 2.31153 -1.68236
C 3.93141 6.47135 -2.06305
C -3.19903 0.76103 -5.98225
C -2.10061 -3.38004 -1.10231
C 2.49650 0.08192 3.90103
C 7.09624 -2.97568 -0.45209
C 3.76069 -0.55309 -3.07852
C -1.58874 -1.33968 -3.28704
C 2.50882 4.66993 0.90675
C -1.81365 -0.27813 -4.14244
C -4.75294 -1.77442 -0.29014
C 0.88499 -2.55944 6.25310
C 6.75474 -2.63450 -4.43713
C -5.55881 -1.61808 5.92704
C 0.46881 -1.12460 2.73139
C 6.08606 8.36498 -5.22674
C 0.44859 -2.07085 3.91546
C -3.73627 -1.43696 -5.13350
C 0.26087 2.28485 -5.73883
C -2.01588 -4.90757 -2.93388
C -5.78535 -1.22968 -1.10661
C 3.06899 5.64626 -1.16411
C 5.45243 -1.75807 -4.34419
C -4.61217 0.94536 -1.37791
C -5.95832 -2.36268 7.08495
C 6.26381 0.29152 -3.08770
C -3.42702 -2.56391 -4.38706
C 0.77258 2.52226 -4.30419
C -5.35764 0.33657 7.32126
C -4.50583 2.55167 3.67333
C -2.22272 -3.62025 -2.47804
C 0.43587 3.43602 1.29431
C -5.69269 -0.41378 8.43749
C -0.38705 -0.36125 5.67530
C 7.34898 -2.94350 -3.03289
C -4.01937 -0.16484 3.83573
C -1.63501 -5.89899 -1.99475
C -7.02330 2.33641 -1.59033
C 1.88779 5.12888 -1.69772
C 6.36378 -3.04117 -1.81462
C -5.91301 -5.24387 0.15294
C 1.08714 4.26403 -0.92072
C 3.32540 5.37938 0.17645
C -3.65565 0.55475 2.73659
C 3.35666 7.42619 -2.89319
C 5.28588 -0.94897 -3.06445
C -6.76013 -3.41693 -1.28297
C 0.69830 -1.39587 5.28233
C -5.91490 4.40967 -2.12850
H 1.60235 5.34251 -2.71717
H 6.21565 -5.02289 -1.95057
H 1.08917 -0.51622 -0.11058
H -4.18365 3.29092 1.14058
H -4.09627 0.77731 -6.60096
H -5.87684 0.00668 9.41509
H -3.67370 2.80449 -1.83625
H 5.28712 -1.14613 -5.23093
H -4.25074 -3.60490 0.83660
H 1.03880 -2.19188 7.26767
H 4.16868 5.78899 0.71264
H -1.25271 0.64380 -4.18481
H 5.75698 5.42764 -1.76890
H 7.96465 -2.07797 -2.78812
H 4.06556 0.95787 -0.33449
H 7.32146 0.14136 -2.87108
H -6.22304 -3.40949 7.10745
H -1.33847 -6.89936 -2.27353
H 1.38147 3.42614 -4.28569
H 5.92143 1.00570 -2.33881
H 6.32855 -2.97920 0.32170
H -5.31727 -5.22587 1.06556
H -5.58590 -5.95034 -0.60994
H 4.66444 2.60421 -0.59554
H 7.13121 8.27828 -4.92969
H -3.06771 2.04105 0.67514
H -5.85450 -2.13420 10.38881
H 2.31059 2.10883 4.94935
H 2.55897 -1.50497 2.38131
H 0.27381 -1.67323 1.80994
H -1.97761 -2.34182 -0.83145
H -6.26375 4.98556 -1.27134
H 5.72805 9.33355 -5.57572
H -3.96578 -3.47013 -4.62140
H 1.75048 -3.17560 6.00944
H 0.41658 3.76737 2.33256
H -4.44497 3.62080 3.53305
H -5.62703 2.40780 5.49186
H -0.52030 -2.56902 3.88124
H -7.83947 3.01762 -1.78066
H 1.26836 -2.67705 0.15618
H -5.83873 -3.55593 9.29310
H -5.45796 -2.21049 5.02967
H 5.93413 7.64478 -6.03069
H 6.95925 6.64590 -3.53518
H 1.73110 -3.99280 1.14772
H 4.43030 0.46441 2.91369
H -7.57195 -4.06373 -1.58131
H -5.16425 1.39316 7.43356
H 3.53058 -0.06822 -2.12981
H -0.41569 -7.44546 -0.04344
H 2.62015 4.42229 1.95207
H -7.66742 -1.63472 -2.09470
H 2.40491 7.90423 -2.71420
H 3.04342 -3.06313 0.42941
H -6.57977 4.46951 -2.99017
H 1.44030 1.08674 -0.72246
H 7.74819 -3.82552 -0.24999
H 4.87841 -4.32386 -2.87993
H 0.78080 2.40258 1.26088
H -3.32128 1.59153 -5.28696
H 3.88687 2.21532 0.87797
H 7.73765 -2.10290 -0.32984
H 4.61099 0.58237 4.48835
H 7.91482 -3.87398 -2.98683
H -7.34819 -2.54657 9.52965
H -0.55544 3.63822 0.88870
H -1.25339 -1.01148 5.55381
H 4.51532 -1.04941 3.91975
H -1.71903 -4.32171 0.90196
H 0.19087 3.84568 -1.35441
H -0.43585 0.54207 5.06725
H 6.48536 -3.54374 -4.97455
H -4.53936 -1.23315 -5.82625
H -0.64941 -6.11643 1.13606
H 4.61891 -2.45686 -4.41514
H -2.28951 0.90989 -6.56424
H -0.01581 -3.16929 6.32200
H -0.13642 2.68577 -3.72531
H -2.05841 -7.05982 0.64509
H -0.23230 -0.29630 2.83364
H 2.22083 0.01071 1.69631
H 6.24249 0.82642 -4.03718
H 2.52226 2.18247 3.26454
H -2.50111 3.13400 1.92839
H -3.61919 0.52130 -1.35382
H 1.29442 1.68705 -3.83706
H 4.77802 -4.45997 -1.08793
H -4.98471 4.74896 -2.58428
H -0.28743 -0.00714 6.70135
H -3.82807 -1.22766 3.82073
H 7.40294 -2.10573 -5.13593
H -3.99620 -1.09767 0.07830
H -6.93968 -5.54150 0.36616
H 3.01779 -1.32444 -3.28157
H -2.99138 0.19176 1.96629
H -7.87461 0.37444 -1.09243
H 3.54815 0.28595 -3.74104
H 3.62292 8.82187 -4.59554
H 0.97023 1.64274 3.89351
H -2.07655 -5.23103 -3.96252
H -0.89800 -1.30805 -2.45741
H 0.94861 -0.15999 -1.89086
H 1.05486 -2.94448 3.67606
*
```

## Properties
Electronic energy   -4179.86337 Eh
Orbital gap (spin up / spin down)   1.16 / 1.16 eV
M   1293.71 g mol⁻¹

Mulliken atomic charge list, values in e, 2 entries: number 1, O, carries -0.849; number 2, O, carries -0.782